[1]
ORCA calculation (ωB97M-V/def2-TZVPD) on 2 unconnected molecules or ions with the total composition C18H28N4O3.

The geometry in ORCA input format:
```
! wB97M-V def2-TZVPD RIJCOSX def2/J DEFGRID3
* xyz 0 1
C 3.86 3.19 2.95
N 3.12 2.11 2.29
C 1.83 1.83 2.50
O 1.15 2.46 3.31
C 1.27 0.61 1.75
N 2.11 -0.60 1.95
C 2.50 -1.19 3.08
C 2.01 -0.71 4.44
O 3.25 -2.15 3.02
C -0.24 0.34 1.95
C -1.10 1.45 1.34
C -0.68 -0.97 1.28
H 4.88 2.87 3.16
H 3.38 3.46 3.89
H 3.89 4.07 2.30
H 3.63 1.51 1.66
H 1.38 0.86 0.69
H 2.45 -1.06 1.12
H 2.41 -1.38 5.20
H 2.37 0.29 4.63
H 0.93 -0.74 4.47
H -0.46 0.27 3.02
H -0.88 2.41 1.81
H -2.16 1.24 1.51
H -0.91 1.53 0.27
H -0.40 -0.97 0.23
H -1.77 -1.09 1.36
H -0.22 -1.83 1.78
C -1.30 -3.49 -1.54
N -1.98 -2.25 -1.93
C -3.34 -2.09 -1.66
O -3.99 -2.98 -1.12
C -4.07 -0.82 -2.08
C -3.13 0.38 -1.92
C -1.83 0.09 -2.62
C -1.14 1.13 -3.28
C 0.06 0.88 -3.93
N 0.73 1.91 -4.58
C 0.60 -0.41 -3.93
C -0.07 -1.45 -3.27
C -1.29 -1.21 -2.60
H -0.25 -3.32 -1.32
H -1.75 -3.92 -0.64
H -1.38 -4.23 -2.35
H -4.96 -0.68 -1.46
H -4.38 -0.92 -3.12
H -2.95 0.57 -0.86
H -3.61 1.27 -2.35
H -1.56 2.13 -3.29
H 1.67 1.74 -4.92
H 0.41 2.86 -4.44
H 1.53 -0.61 -4.44
H 0.36 -2.44 -3.31
*
```

The gap between HOMO and LUMO is 0.2927 Ha. For the HOMO energy, the calculation gives -7.6 eV. The LUMO energy comes out at 0.390 eV. The calculation puts the molar mass at 348.447 g mol⁻¹. The value obtained for the energy above the lowest of the compared OMol25 structures with the same formula, charge and spin is 0.0000 eV.

[2]
ORCA calculation (ωB97M-V/def2-TZVPD) on a molecular structure, C18H28N7O2STi.

The geometry in ORCA input format:
```
! wB97M-V def2-TZVPD RIJCOSX def2/J DEFGRID3
* xyz 3 1
Ti 0.28 -0.06 0.30
N 3.04 -2.04 7.61
C 2.41 -1.71 6.49
C 3.07 -0.91 5.51
C 2.42 -0.56 4.37
C 1.08 -0.97 4.18
C 0.41 -1.78 5.14
C 1.07 -2.13 6.27
S 0.23 -0.55 2.83
O -1.17 -0.35 3.05
O 0.90 0.59 2.07
N 0.36 -1.59 1.48
C -0.90 -2.21 1.19
N -1.53 -1.48 0.28
C -2.80 -1.83 0.00
C -3.36 -2.93 0.61
C -2.57 -3.64 1.51
N -1.32 -3.26 1.82
H 3.98 -1.74 7.79
H 2.59 -2.60 8.32
H 4.08 -0.58 5.68
H 2.92 0.07 3.64
H -0.62 -2.09 4.98
H 0.57 -2.74 7.02
H -3.34 -1.24 -0.73
H -4.38 -3.22 0.39
H -2.95 -4.52 2.02
C -1.03 0.57 -2.46
N 0.14 -0.12 -1.84
C 0.07 -1.58 -2.17
C 1.39 0.45 -2.43
C 2.56 -0.12 -1.69
N 2.35 0.09 -0.22
C 2.78 1.49 0.12
C 3.23 -0.87 0.52
H -1.04 0.35 -3.53
H -0.95 1.64 -2.32
H -1.95 0.21 -2.01
H 0.43 -1.75 -3.18
H -0.96 -1.91 -2.11
H 0.67 -2.18 -1.48
H 1.34 1.54 -2.35
H 1.43 0.21 -3.49
H 3.49 0.37 -2.00
H 2.68 -1.18 -1.88
H 3.82 1.62 -0.19
H 2.71 1.65 1.19
H 2.17 2.23 -0.39
H 4.26 -0.72 0.20
H 2.92 -1.89 0.31
H 3.16 -0.69 1.59
C -2.73 3.11 1.54
C -1.78 2.22 0.91
N -1.03 1.52 0.38
H -3.54 2.52 1.98
H -3.14 3.79 0.80
H -2.23 3.67 2.33
*
```

The gap between HOMO and LUMO is 0.1995 Ha. For the HOMO energy, the calculation gives -16.4 eV. The LUMO energy comes out at -10.966 eV. The calculation puts the molar mass at 454.403 g mol⁻¹. The value obtained for the energy above the lowest of the compared OMol25 structures with the same formula, charge and spin is 0.3330 eV.

[3]
ORCA calculation (ωB97M-V/def2-TZVPD) on a molecular structure, C18H29Br9O9S.

The geometry in ORCA input format:
```
! wB97M-V def2-TZVPD RIJCOSX def2/J DEFGRID3
* xyz 0 1
O -2.92 0.56 10.11
C -2.06 -0.09 9.46
O -0.81 -0.52 9.92
C -0.18 -1.50 9.12
C -1.29 -2.07 8.31
C -2.26 -0.91 8.17
H 0.17 -2.25 9.83
H 0.68 -1.02 8.66
H -1.74 -2.91 8.84
H -1.05 -2.43 7.31
H -3.31 -1.22 8.14
H -1.90 -0.28 7.37
O 4.62 -5.00 2.69
C 4.99 -5.78 1.81
O 6.26 -6.22 1.61
C 6.40 -6.72 0.29
C 5.04 -6.76 -0.40
C 4.17 -6.50 0.77
H 6.81 -7.72 0.38
H 7.11 -6.06 -0.20
H 4.86 -7.76 -0.80
H 4.90 -6.00 -1.18
H 3.83 -7.47 1.13
H 3.21 -6.04 0.53
O -0.49 -0.39 -0.16
C -0.07 -0.37 -1.35
O 0.07 -1.44 -2.09
C 0.59 -1.28 -3.37
C 1.23 0.06 -3.25
C 0.51 0.82 -2.17
H -0.24 -1.33 -4.08
H 1.39 -1.99 -3.57
H 1.31 0.67 -4.14
H 2.27 -0.04 -2.92
H -0.33 1.45 -2.48
H 1.13 1.51 -1.60
O -0.55 9.07 0.52
S -0.37 8.27 -0.66
O 0.94 7.59 -0.85
O -1.57 7.19 -0.73
C -2.81 7.49 -0.21
C -3.47 6.10 0.01
C -0.83 9.23 -2.23
H -3.36 8.15 -0.88
H -2.78 8.12 0.69
H -4.48 6.28 0.35
H -2.85 5.58 0.73
H -3.49 5.59 -0.95
H -0.18 10.11 -2.24
H -1.84 9.61 -2.12
H -0.82 8.49 -3.03
C 5.83 5.55 -6.24
Br 6.59 3.71 -6.48
Br 4.05 5.57 -7.01
Br 7.07 6.74 -7.28
H 5.80 5.87 -5.20
C -6.36 -4.14 -9.19
Br -6.02 -5.53 -7.77
Br -5.90 -4.79 -11.06
Br -5.21 -2.54 -8.73
H -7.42 -3.89 -9.25
C -4.48 -5.54 1.81
Br -6.42 -5.41 2.42
Br -4.41 -6.53 0.12
Br -3.35 -6.38 3.25
H -4.22 -4.52 1.53
*
```

The gap between HOMO and LUMO is 0.3414 Ha. For the HOMO energy, the calculation gives -10.1 eV. The LUMO energy comes out at -0.782 eV. The calculation puts the molar mass at 1140.624 g mol⁻¹. The value obtained for the energy above the lowest of the compared OMol25 structures with the same formula, charge and spin is 0.0000 eV.

[4]
ORCA calculation (ωB97M-V/def2-TZVPD) on 3 unconnected molecules or ions with the total composition C18H29BrCl2IN3O2S.

The geometry in ORCA input format:
```
! wB97M-V def2-TZVPD RIJCOSX def2/J DEFGRID3
* xyz 0 1
C 5.78 -1.13 0.97
C 4.83 0.15 0.68
N 3.76 0.35 1.71
C 2.55 0.93 1.12
C 1.31 0.05 0.60
C 1.39 -1.52 0.75
C 0.59 -2.14 2.03
C -0.35 -3.41 1.59
Br -0.40 -0.78 3.10
C 0.09 0.73 -0.04
C -1.26 0.09 -0.57
Cl -1.18 -1.57 -1.32
C -2.45 0.27 0.54
C -3.23 -1.08 0.87
Cl -3.75 1.43 -0.16
C 0.16 2.32 -0.13
N -0.92 3.16 -0.67
S -0.43 4.79 -0.53
N 1.14 4.71 0.17
C 1.32 3.28 0.35
C 2.52 2.48 0.98
I 4.24 3.63 1.72
H 5.94 -1.71 0.00
H 5.33 -1.81 1.78
H 6.81 -0.80 1.37
H 5.53 1.07 0.76
H 4.43 0.15 -0.40
H 3.57 -0.49 2.26
H 1.21 -2.12 -0.22
H 2.51 -1.74 1.00
H 1.35 -2.61 2.76
H -1.36 -3.41 2.15
H 0.18 -4.38 1.95
H -0.46 -3.51 0.46
H -1.60 0.79 -1.43
H -2.04 0.83 1.46
H -2.56 -1.91 1.28
H -3.89 -1.45 0.00
H -3.98 -0.83 1.73
C -2.75 -7.26 0.11
C -3.32 -6.42 1.23
O -2.99 -5.05 1.04
H -1.66 -7.15 0.06
H -2.99 -8.31 0.24
H -3.14 -6.93 -0.86
H -2.91 -6.73 2.19
H -4.41 -6.52 1.27
H -3.37 -4.77 0.19
C -1.61 6.70 -4.15
C -0.72 7.91 -4.33
O -0.38 8.46 -3.06
H -2.52 6.97 -3.61
H -1.88 6.27 -5.12
H -1.11 5.93 -3.56
H -1.23 8.69 -4.90
H 0.20 7.65 -4.85
H 0.09 7.77 -2.56
*
```

The gap between HOMO and LUMO is 0.2554 Ha. For the HOMO energy, the calculation gives -8.4 eV. The LUMO energy comes out at -1.402 eV. The calculation puts the molar mass at 629.230 g mol⁻¹.